# 1
{"formula": "C9H13Br", "method": "ωB97M-V with the def2-TZVPD basis set", "elements": ["C", "C", "C", "C", "C", "C", "C", "C", "C", "Br", "H", "H", "H", "H", "H", "H", "H", "H", "H", "H", "H", "H", "H"], "coordinates": [[-1.013, 2.253, -0.477], [0.172, 1.560, -0.414], [-2.250, 1.668, -0.160], [0.136, 0.186, -0.444], [-2.527, 0.480, 0.471], [-1.792, -0.269, 1.560], [1.419, -2.131, -0.942], [2.566, -0.124, -0.001], [1.206, -0.773, -0.134], [-4.121, -0.554, -0.069], [-0.887, 3.185, -0.867], [1.062, 1.977, -0.695], [-3.035, 2.078, -0.593], [-1.553, -1.312, 1.235], [-2.521, -0.524, 2.277], [-0.879, 0.397, 1.742], [1.462, -1.777, -2.004], [0.529, -2.770, -0.925], [2.248, -2.461, -0.463], [2.755, 0.203, -1.036], [3.399, -0.708, 0.367], [2.596, 0.639, 0.763], [1.027, -1.225, 0.808]], "mulliken_charge": [-0.4523, -0.5709, -0.4202, -0.6628, 0.3963, -1.3611, -1.4282, -1.7218, 1.3269, -0.1778, 0.4477, 0.4609, 0.4916, 0.2786, 0.5217, 0.3869, 0.3209, 0.3169, 0.5086, 0.3820, 0.4462, 0.3813, 0.1283], "energy_ha": -2924.51956, "total_charge": 0, "relative_energy_kj_mol": 349.5, "e_homo_ev": [-7.2, -8.3], "gap_ev": [7.0, 7.7]}

=====

# 2
{"formula": "C4H17N8O5Sn", "method": "ωB97M-V with the def2-TZVPD basis set", "elements": ["Sn", "O", "H", "C", "O", "N", "N", "H", "H", "H", "H", "C", "O", "N", "N", "H", "H", "H", "H", "C", "O", "N", "N", "H", "H", "H", "H", "C", "O", "N", "N", "H", "H", "H", "H"], "coordinates": [[-13.591, -2.712, -2.738], [-9.950, -4.038, 0.962], [-9.133, -3.829, 0.470], [-7.710, -9.377, 2.474], [-7.466, -10.548, 2.494], [-7.115, -8.535, 3.315], [-8.718, -8.851, 1.820], [-6.458, -8.879, 4.001], [-7.414, -7.571, 3.334], [-9.299, -9.355, 1.165], [-8.859, -7.855, 1.910], [-6.187, -4.978, -3.769], [-7.352, -5.007, -4.278], [-5.857, -5.077, -2.492], [-5.139, -4.989, -4.494], [-4.895, -4.955, -2.210], [-6.518, -5.517, -1.867], [-5.307, -5.044, -5.489], [-4.210, -4.688, -4.237], [-8.281, 1.780, -0.416], [-9.441, 1.955, -0.642], [-7.904, 0.720, 0.149], [-7.349, 2.623, -0.722], [-8.502, -0.074, 0.327], [-6.934, 0.552, 0.374], [-7.581, 3.516, -1.132], [-6.402, 2.311, -0.558], [-11.481, -3.590, 6.639], [-11.768, -3.229, 7.750], [-10.542, -2.977, 5.918], [-11.892, -4.564, 5.935], [-10.565, -3.182, 4.929], [-9.963, -2.242, 6.298], [-11.548, -4.552, 4.986], [-12.484, -5.256, 6.372]], "mulliken_charge": [1.1882, -0.5005, 0.3096, 0.6573, -0.6211, -0.3786, -0.3480, 0.2152, 0.1422, 0.2051, 0.1294, 0.6480, -0.6985, -0.3706, -0.3868, 0.1840, 0.2169, 0.2193, 0.1881, 0.6833, -0.6831, -0.3383, -0.3756, 0.1877, 0.1477, 0.2163, 0.1633, 0.6526, -0.6165, -0.3790, -0.3226, 0.1101, 0.1959, 0.1442, 0.2147], "energy_ha": -1190.65141, "total_charge": 1, "relative_energy_kj_mol": 1030.6, "e_homo_ev": -11.2, "gap_ev": 2.1}

=====

# 3
{"formula": "CHF3NO2S", "method": "ωB97M-V with the def2-TZVPD basis set", "elements": ["C", "N", "O", "O", "F", "F", "F", "S", "H"], "coordinates": [[0.627, 0.613, -0.779], [-0.218, -1.816, 0.639], [0.807, 0.122, 1.807], [-2.705, 0.932, 1.154], [1.729, -0.047, -1.182], [-0.091, 0.718, -1.907], [0.895, 1.864, -0.457], [-0.222, -0.229, 0.903], [-0.821, -2.157, -0.179]], "mulliken_charge": [0.5629, -0.6397, -0.5707, -0.5399, -0.2403, -0.2574, -0.2438, 0.7099, 0.2191], "energy_ha": -941.56435, "total_charge": -1, "relative_energy_kj_mol": 629.2, "e_homo_ev": [-4.0, -4.4], "gap_ev": [6.1, 8.2]}

=====

# 4
{"formula": "C2H6N2O2P", "method": "ωB97M-V with the def2-TZVPD basis set", "elements": ["C", "C", "N", "N", "O", "O", "P", "H", "H", "H", "H", "H", "H"], "coordinates": [[-0.903, 0.019, -0.121], [0.496, 0.021, 0.560], [-0.693, 0.230, -1.528], [1.455, 0.786, -0.282], [-0.481, 2.729, -0.933], [0.874, 1.885, -2.897], [0.183, 1.636, -1.628], [-1.419, -0.850, 0.037], [-1.482, 0.784, 0.321], [0.386, 0.258, 1.701], [0.844, -1.044, 0.593], [-0.256, -0.502, -2.084], [2.206, 1.157, 0.164]], "mulliken_charge": [-0.7388, -0.2246, -0.4482, -0.5107, -0.7163, -0.7652, 0.8842, 0.4198, 0.2590, 0.2286, 0.2014, 0.2906, 0.1202], "energy_ha": -681.26184, "total_charge": -1, "relative_energy_kj_mol": 54.9, "e_homo_ev": -3.7, "gap_ev": 8.0}

=====

# 5
{"formula": "C27H35BFNO5S3", "method": "ωB97M-V with the def2-TZVPD basis set", "elements": ["C", "C", "C", "C", "C", "C", "C", "C", "C", "C", "C", "C", "C", "S", "C", "B", "O", "O", "N", "S", "C", "O", "O", "C", "C", "C", "O", "C", "C", "C", "C", "C", "C", "C", "F", "C", "C", "S", "H", "H", "H", "H", "H", "H", "H", "H", "H", "H", "H", "H", "H", "H", "H", "H", "H", "H", "H", "H", "H", "H", "H", "H", "H", "H", "H", "H", "H", "H", "H", "H", "H", "H", "H"], "coordinates": [[2.890, -2.827, 3.977], [1.577, -3.118, 3.497], [0.148, -3.320, 2.652], [0.366, -4.651, 1.720], [-0.739, -4.854, 0.526], [-1.306, -3.469, -0.142], [-0.307, -2.275, -0.720], [-0.875, -0.852, -1.390], [-2.484, -0.577, -1.543], [-3.509, -1.726, -0.981], [-5.135, -1.447, -1.090], [-5.541, -0.157, -2.016], [-5.786, 1.242, -1.171], [-4.673, 1.453, 0.322], [-2.939, -3.131, -0.274], [-4.128, -4.157, 0.283], [-4.220, -4.417, 1.744], [-5.086, -4.877, -0.588], [0.071, 0.243, -1.923], [0.782, -0.227, -3.448], [0.344, 0.875, -4.900], [0.316, -1.675, -3.840], [2.352, -0.275, -3.394], [1.146, 0.577, -0.898], [1.494, 2.153, -0.463], [0.535, 3.297, -1.207], [1.231, 4.591, -1.148], [2.198, 4.644, -2.261], [3.387, 5.710, -1.763], [2.671, 2.514, 0.641], [3.538, 1.283, 1.360], [4.705, 1.585, 2.520], [4.010, 1.336, 4.019], [3.777, 2.772, 4.842], [2.629, 0.738, 3.905], [3.244, -0.281, 0.960], [2.067, -0.596, -0.141], [1.600, -2.381, -0.640], [3.771, -2.598, 4.748], [-0.702, -3.428, 3.449], [-0.042, -2.325, 2.065], [1.447, -4.658, 1.214], [0.329, -5.589, 2.454], [-1.560, -5.584, 0.935], [-0.186, -5.450, -0.349], [-2.818, 0.453, -2.044], [-5.591, -1.294, 0.002], [-5.735, -2.378, -1.536], [-4.820, 0.024, -2.943], [-6.598, -0.419, -2.503], [-5.552, 2.164, -1.892], [-6.916, 1.370, -0.811], [-4.612, 2.856, 0.603], [-3.419, -3.974, 2.173], [-6.042, -4.620, -0.346], [1.209, 1.650, -5.149], [0.260, 0.179, -5.864], [-0.678, 1.439, -4.810], [0.242, 2.988, -2.313], [-0.452, 3.347, -0.543], [2.699, 3.620, -2.525], [1.629, 5.023, -3.217], [4.203, 5.044, -1.253], [2.871, 6.387, -0.927], [3.755, 6.321, -2.691], [2.896, 3.645, 0.918], [5.081, 2.698, 2.491], [5.553, 0.783, 2.406], [4.620, 0.578, 4.682], [2.752, 3.198, 4.407], [4.667, 3.524, 4.712], [3.553, 2.473, 5.954], [3.835, -1.176, 1.475]], "mulliken_charge": [-0.7469, -0.1178, 0.2042, -0.5896, -0.5840, 0.3132, 0.6514, -0.6250, -0.5813, 0.4304, -0.6457, -0.5634, -0.6468, -0.2265, -0.3105, 0.5668, -0.6412, -0.5802, 0.4293, 1.4248, -0.9634, -0.6661, -0.6293, -0.7071, 0.1541, -0.2373, -0.3769, -0.1845, -0.8735, -0.6844, 0.5655, -0.9214, 0.4364, -1.0307, -0.3390, -0.5687, 0.6110, -0.2354, 0.2964, 0.2996, 0.1603, 0.2449, 0.3813, 0.2223, 0.2739, 0.0416, 0.3570, 0.2389, 0.3055, 0.3305, 0.3366, 0.3431, 0.1439, 0.3475, 0.3085, 0.3050, 0.3529, 0.2802, 0.1361, 0.2569, 0.2276, 0.3115, 0.2095, 0.2169, 0.3201, 0.3165, 0.3360, 0.3287, 0.2222, 0.2619, 0.3107, 0.2938, 0.1716], "energy_ha": -2799.09340, "total_charge": 0, "e_homo_ev": -7.9, "smiles": "C#CCCCc1c2c(cc(CCCS)c1B(O)O)N(S(C)(=O)=O)c1c(COCC)cc(C[C@@H](C)F)cc1S2", "gap_ev": 7.3}

=====

# 6
{"formula": "C27H44BClNO5S", "method": "ωB97M-V with the def2-TZVPD basis set", "elements": ["C", "O", "C", "C", "C", "C", "C", "C", "N", "C", "C", "C", "C", "C", "S", "O", "O", "Cl", "C", "O", "C", "B", "C", "O", "H", "H", "H", "H", "H", "H", "H", "H", "H", "H", "H", "H", "H", "H", "H", "H", "H", "H", "H", "H", "H", "H", "H", "H", "H", "H", "H", "H", "H", "H", "H", "H", "C", "C", "C", "C", "C", "C", "H", "H", "H", "H", "H", "H", "C", "C", "C", "C", "C", "C", "H", "H", "H", "H", "H", "H"], "coordinates": [[3.888, -1.026, 1.596], [4.395, -0.282, 0.490], [4.558, -1.100, -0.656], [3.281, -1.183, -1.571], [2.071, -0.355, -1.046], [0.988, -0.062, -2.139], [-0.485, -0.057, -1.605], [-0.971, 1.283, -0.965], [-0.299, 2.507, -1.507], [0.953, 2.913, -0.784], [1.226, 4.471, -0.847], [2.759, 4.721, -1.037], [3.353, 5.653, 0.103], [4.399, 4.916, 1.000], [3.836, 4.535, 2.701], [4.972, 4.872, 3.600], [3.549, 3.084, 2.802], [2.137, 5.579, 3.223], [1.019, 2.478, 0.722], [0.429, 1.220, 1.013], [-0.937, 1.310, 0.602], [-1.921, 0.240, 1.296], [-1.926, -0.004, 2.883], [-2.809, -0.573, 0.519], [4.679, -1.531, 2.183], [3.139, -1.749, 1.202], [3.340, -0.358, 2.292], [5.398, -0.688, -1.242], [4.840, -2.128, -0.347], [2.918, -2.224, -1.722], [3.555, -0.769, -2.568], [1.622, -0.820, -0.142], [2.461, 0.625, -0.691], [1.057, -0.897, -2.874], [1.220, 0.860, -2.716], [-0.609, -0.940, -0.957], [-1.137, -0.233, -2.490], [-2.050, 1.376, -1.227], [-0.135, 2.440, -2.517], [-0.969, 3.277, -1.408], [1.799, 2.459, -1.336], [0.835, 4.910, 0.093], [0.670, 4.951, -1.685], [3.366, 3.791, -1.005], [2.965, 5.175, -2.027], [3.910, 6.449, -0.436], [2.549, 6.170, 0.655], [4.737, 3.956, 0.561], [5.296, 5.556, 1.077], [2.100, 2.380, 0.973], [0.640, 3.277, 1.404], [-1.301, 2.334, 0.906], [-1.442, 0.860, 3.382], [-1.319, -0.915, 3.077], [-2.969, -0.151, 3.232], [-3.632, -0.091, 0.392], [-4.775, -3.021, 1.800], [-4.844, -3.621, 3.051], [-6.027, -3.579, 3.778], [-7.145, -2.944, 3.250], [-7.078, -2.347, 1.998], [-5.892, -2.382, 1.274], [-3.852, -3.051, 1.234], [-3.974, -4.122, 3.460], [-6.079, -4.042, 4.756], [-8.069, -2.916, 3.815], [-7.950, -1.855, 1.585], [-5.838, -1.912, 0.298], [-2.015, -4.026, -2.006], [-2.587, -4.747, -3.047], [-1.779, -5.442, -3.938], [-0.397, -5.424, -3.783], [0.175, -4.706, -2.740], [-0.634, -4.004, -1.854], [-2.646, -3.481, -1.312], [-3.664, -4.767, -3.164], [-2.224, -5.998, -4.753], [0.232, -5.969, -4.475], [1.251, -4.694, -2.618], [-0.187, -3.440, -1.043]], "mulliken_charge": [-0.7188, -0.3519, -0.5433, -0.6633, 0.4163, -1.0010, -0.6728, 0.0868, -0.1014, 0.3736, -1.2076, -0.8108, -0.7322, -0.8428, 1.0999, -0.5687, -0.5090, -0.2008, -0.7266, -0.3446, -0.5279, 0.0796, -0.9199, -0.2439, 0.3003, 0.3486, 0.1804, 0.3316, 0.3498, 0.1384, 0.3719, 0.1730, -0.3018, 0.6209, 0.3929, 0.1735, 0.3112, 0.5413, 0.5311, 0.6237, 0.1668, 0.6380, 0.3018, 0.3578, 0.5259, 0.3235, 0.5417, 0.4399, 0.4115, -0.0705, 0.5018, 0.2481, 0.2930, 0.3125, 0.2833, 0.2550, 0.0229, -0.5956, -0.3579, -0.3906, -0.5712, -0.3580, 0.3138, 0.3751, 0.3763, 0.3730, 0.3656, 0.4357, -0.1968, -0.5682, -0.3326, -0.5011, -0.4711, -0.3148, 0.4359, 0.3827, 0.3746, 0.3782, 0.3882, 0.4500], "energy_ha": -2369.09167, "total_charge": 1, "e_homo_ev": -11.1, "gap_ev": 8.0}